Density functional theory data (wB97M-V/def2-TZVPD) for a structure of composition C30H45F5OP2Pd at a distorted geometry.

**HOMO-LUMO gap (alpha / beta)**: 7.6 / 5.3 eV
**E**: -2554.5754 Eh
**HOMO level (alpha / beta)**: -13.19 / -13.19 eV
**ΔE to the lowest compared entry with this formula, charge and spin**: 0.0 kcal/mol

```
! RIJCOSX wB97M-V def2-TZVPD def2/J DEFGRID3
* xyz 2 5
Pd 0.0804 -0.7335 -2.6518
C -2.3287 1.6336 0.1574
C -2.8434 0.7651 -0.8387
C -2.4946 -0.4740 1.0585
C -2.1587 0.8701 1.3497
C -2.9256 -0.5454 -0.2912
C -1.9836 3.0514 -0.0500
H -1.5521 3.2032 -1.0536
H -1.2514 3.4196 0.6863
H -2.8723 3.7017 0.0269
C -1.6648 1.3412 2.6564
H -1.4477 2.4136 2.6295
H -0.7426 0.7976 2.9370
H -2.3890 1.1615 3.4715
C -2.3264 -1.6137 1.9790
H -3.1784 -1.7119 2.6707
H -1.4211 -1.4969 2.5837
H -2.2589 -2.5492 1.4138
C -3.3319 -1.7558 -1.0476
H -4.4194 -1.7825 -1.2299
H -3.0677 -2.6755 -0.5154
H -2.8233 -1.7948 -2.0274
C -3.2290 1.1616 -2.2044
H -4.2280 1.6276 -2.2074
H -3.2744 0.2899 -2.8704
H -2.5338 1.8905 -2.6390
C 1.6742 0.4738 -3.3517
C 0.4928 1.2385 -3.4555
C -0.2063 1.4710 -4.7715
C -1.1127 0.3038 -5.2566
C -0.9741 -0.9846 -4.4885
C 0.2239 -1.7472 -4.4983
C 1.4861 -1.3323 -5.2204
C 2.3027 -0.1889 -4.5468
H 0.5171 1.7388 -5.5651
H -0.9043 0.1422 -6.3254
H -0.8457 2.3620 -4.6328
H 2.5800 0.5518 -5.3153
H 2.2928 0.6423 -2.4644
H 0.2844 1.9771 -2.6687
H 3.2529 -0.6309 -4.1966
H 2.1384 -2.2219 -5.2382
H 0.1127 -2.8152 -4.2727
H 1.2711 -1.0567 -6.2669
H -2.1580 0.6399 -5.1552
H -1.9095 -1.5176 -4.2734
P 1.8270 1.7298 0.6936
C 1.7357 2.6530 2.2740
H 2.6798 3.1840 2.4453
H 1.5485 1.9398 3.0864
H 0.8979 3.3605 2.2206
C 3.4591 0.9134 0.8927
H 4.2109 1.6625 1.1820
H 3.7426 0.4391 -0.0596
H 3.3822 0.1405 1.6703
C 2.2748 3.1028 -0.4392
H 2.5145 2.7128 -1.4409
H 3.1425 3.6350 -0.0262
H 1.4253 3.7964 -0.5268
P 1.0124 -2.2290 -0.8258
C -0.0053 -3.7253 -1.1266
H 0.6222 -4.6207 -1.2252
H -0.5841 -3.5849 -2.0526
H -0.7060 -3.8644 -0.2899
C 2.6825 -2.6647 -1.4327
H 2.7054 -2.6192 -2.5265
H 2.9503 -3.6708 -1.0979
H 3.4145 -1.9481 -1.0404
C 1.2626 -2.3346 1.0033
H 1.8496 -3.2384 1.2656
H 0.3008 -2.3881 1.5253
H 1.7817 -1.4572 1.4169
F 2.2288 -1.2232 8.5957
C 1.8628 -1.0204 7.3162
C 1.3367 0.2160 6.9237
F 1.1715 1.1967 7.8390
C 0.9856 0.4168 5.6102
F 0.4433 1.6031 5.2432
C 1.1794 -0.5857 4.6000
O 0.9326 -0.3725 3.3773
C 1.6813 -1.8458 5.0664
F 1.8250 -2.8485 4.1707
C 2.0176 -2.0549 6.3839
F 2.4871 -3.2599 6.7865
*
```